ORCA calculation (the ωB97M-V functional and the def2-TZVPD basis) on a molecular structure, C42H73Br3O22 at a distorted geometry.

Properties
Largest force on an atom: 4.382 eV Å⁻¹
Multiplicity: 1
Electronic energy: -299906.607 eV

CARTESIAN COORDINATES (ANGSTROEM)
1 C 2.17 -3.99 -0.60
2 C 3.63 -4.45 -0.61
3 C 4.55 -3.51 -1.50
4 O 5.45 -2.97 -0.67
5 C 5.19 -3.31 0.59
6 O 5.90 -3.11 1.51
7 O 4.17 -4.17 0.63
8 H 1.65 -4.16 -1.55
9 H 1.88 -2.96 -0.40
10 H 1.63 -4.63 0.10
11 H 3.73 -5.48 -0.93
12 H 3.99 -2.79 -2.09
13 H 5.24 -3.91 -2.25
14 C 0.04 2.25 -3.81
15 C -0.89 3.35 -4.41
16 C -2.22 3.47 -3.72
17 O -2.18 4.84 -3.31
18 C -1.07 5.46 -3.64
19 O -0.84 6.64 -3.71
20 O -0.27 4.55 -4.25
21 H 0.87 2.19 -4.51
22 H -0.49 1.33 -3.56
23 H 0.47 2.58 -2.87
24 H -0.96 3.12 -5.47
25 H -2.41 2.79 -2.89
26 H -2.95 3.35 -4.52
27 C 6.73 -0.70 -3.62
28 C 6.35 0.09 -2.37
29 C 5.95 1.52 -2.74
30 O 4.78 1.62 -1.99
31 C 4.34 0.41 -1.56
32 O 3.29 0.16 -1.00
33 O 5.21 -0.53 -1.86
34 H 7.12 -1.67 -3.32
35 H 7.65 -0.37 -4.10
36 H 6.01 -0.89 -4.42
37 H 7.32 0.04 -1.87
38 H 5.79 1.49 -3.82
39 H 6.66 2.28 -2.43
40 C -6.20 3.53 -0.41
41 C -5.12 2.79 0.32
42 C -4.06 3.64 1.02
43 O -4.24 3.43 2.39
44 C -5.27 2.61 2.58
45 O -5.84 2.35 3.63
46 O -5.70 2.07 1.37
47 H -6.70 4.31 0.15
48 H -7.04 2.91 -0.71
49 H -5.70 4.02 -1.25
50 H -4.75 2.06 -0.40
51 H -4.26 4.71 0.98
52 H -3.08 3.41 0.60
53 C -2.33 -1.43 -6.11
54 C -1.75 -2.11 -4.83
55 C -1.40 -3.59 -4.95
56 O -0.03 -3.66 -4.54
57 C 0.44 -2.39 -4.24
58 O 1.59 -2.13 -3.95
59 O -0.48 -1.52 -4.47
60 H -1.55 -1.57 -6.86
61 H -2.49 -0.39 -5.83
62 H -3.32 -1.86 -6.26
63 H -2.42 -1.97 -3.98
64 H -1.42 -3.91 -5.99
65 H -1.96 -4.26 -4.30
66 C 3.96 4.84 0.63
67 C 3.96 4.61 -0.85
68 O 4.86 4.89 -1.65
69 C 2.66 4.06 -1.28
70 H 4.79 5.43 1.02
71 H 4.06 3.88 1.12
72 H 3.04 5.31 0.96
73 H 2.90 3.79 -2.30
74 H 1.79 4.72 -1.29
75 H 2.45 3.16 -0.70
76 C -0.55 -0.79 -0.86
77 C -0.89 0.45 -0.21
78 O -1.99 0.93 -0.24
79 C 0.15 1.17 0.67
80 H -1.21 -1.51 -0.38
81 H 0.50 -1.09 -0.77
82 H -0.76 -0.62 -1.92
83 H 1.07 0.71 0.31
84 H -0.06 0.75 1.65
85 H -0.08 2.24 0.72
86 C -3.39 -5.30 0.08
87 C -2.15 -4.98 -0.76
88 O -1.39 -4.00 -0.53
89 C -1.88 -5.99 -1.85
90 H -3.96 -4.38 0.06
91 H -3.06 -5.66 1.06
92 H -4.18 -5.79 -0.48
93 H -0.91 -5.79 -2.31
94 H -2.55 -6.04 -2.71
95 H -1.93 -6.92 -1.30
96 C 3.43 -1.83 3.67
97 C 3.56 -0.33 3.39
98 O 4.60 0.22 3.62
99 C 2.46 0.41 2.70
100 H 2.87 -2.39 2.92
101 H 3.04 -1.79 4.69
102 H 4.43 -2.27 3.61
103 H 2.11 -0.14 1.84
104 H 2.91 1.36 2.41
105 H 1.57 0.62 3.29
106 C 0.45 4.03 5.22
107 C -0.36 4.85 4.26
108 O -1.36 5.48 4.65
109 C -0.06 4.71 2.78
110 H -0.06 3.46 6.00
111 H 1.09 4.79 5.67
112 H 1.26 3.45 4.77
113 H 0.62 3.86 2.74
114 H 0.52 5.54 2.38
115 H -0.92 4.40 2.19
116 C -3.54 -1.96 1.85
117 C -4.60 -2.14 3.07
118 O -4.47 -3.02 3.87
119 C -5.84 -1.22 3.03
120 H -3.17 -0.95 1.98
121 H -4.08 -2.09 0.91
122 H -2.68 -2.62 1.94
123 H -6.23 -1.18 2.01
124 H -5.64 -0.19 3.31
125 H -6.58 -1.56 3.75
126 C -1.47 -1.41 5.56
127 C -1.44 -0.03 4.85
128 O -0.41 0.57 4.47
129 C -2.80 0.57 4.61
130 H -1.89 -2.19 4.92
131 H -1.87 -1.23 6.55
132 H -0.44 -1.66 5.80
133 H -3.10 1.22 5.43
134 H -3.51 -0.25 4.50
135 H -2.63 1.21 3.74
136 C 0.12 -4.31 2.85
137 Br -0.06 -2.48 2.16
138 Br -1.41 -4.98 3.88
139 Br 1.77 -4.62 3.87
140 H 0.16 -4.98 1.99